Entry 1:
ORCA calculation (wB97M-V/def2-TZVPD) on the ion C3H10N5 with charge +1 in a non-equilibrium geometry.

- LUMO (eV) = -4.56
- calculated total energy (Ha) = -393.71825
- Kohn-Sham gap (eV) = 8.4
- SMILES = NC(N)C/C=N\N=[NH2+]

```
! RIJCOSX wB97M-V def2-TZVPD def2/J DEFGRID3
* xyz 1 1
N 0.24 1.04 0.21
C 1.09 0.14 -0.50
N 2.47 0.37 -0.26
C 0.77 -1.27 0.18
C -0.67 -1.65 0.13
N -1.64 -0.93 -0.14
N -2.18 0.09 -0.56
N -2.91 0.91 0.12
H 0.77 1.12 1.07
H 0.25 1.98 -0.19
H 1.09 -0.06 -1.51
H 2.82 0.89 -1.02
H 2.77 0.87 0.55
H 1.20 -1.28 1.18
H 1.32 -2.13 -0.32
H -0.86 -2.65 0.39
H -3.13 1.01 1.09
H -3.40 1.56 -0.42
*
```


Entry 2:
ORCA calculation (wB97M-V/def2-TZVPD) on the ion C7H13N with charge +1 in a non-equilibrium geometry.

- LUMO (alpha / beta) (eV) = -4.16 / -8.26
- calculated total energy (Ha) = -328.86986
- Kohn-Sham gap (alpha / beta) (eV) = 9.1 / 4.2

```
! RIJCOSX wB97M-V def2-TZVPD def2/J DEFGRID3
* xyz 1 2
C 0.31 -2.49 1.49
C 0.88 -1.21 0.92
C -0.09 -0.06 1.28
C -0.77 0.37 0.09
C -0.51 1.21 -0.87
C -1.37 1.36 -2.12
C -1.10 2.30 -3.04
N 2.14 -0.90 1.63
H -0.73 -2.45 1.24
H 0.39 -2.55 2.57
H 0.97 -3.34 1.25
H 1.02 -1.40 -0.22
H 0.46 0.81 1.71
H -0.76 -0.44 2.16
H -1.83 -0.05 0.05
H 0.25 1.97 -0.89
H -2.30 0.84 -2.04
H -0.17 2.91 -3.08
H -1.69 2.45 -3.92
H 2.26 0.08 1.85
H 2.99 -1.42 1.45
*
```


Entry 3:
ORCA calculation (wB97M-V/def2-TZVPD) on an isolated molecule of C10H10O2 in a non-equilibrium geometry.

- LUMO (eV) = 0.91
- calculated total energy (Ha) = -537.49129
- Kohn-Sham gap (eV) = 8.8
- SMILES = C/C=C\c1ccc2c(c1)OCO2

```
! RIJCOSX wB97M-V def2-TZVPD def2/J DEFGRID3
* xyz 0 1
C -0.10 1.76 2.70
C 0.52 2.56 1.59
C 0.74 2.15 0.33
C 0.51 0.81 -0.26
C 1.43 0.31 -1.20
C 1.25 -0.90 -1.83
C 0.12 -1.63 -1.52
C -0.84 -1.14 -0.62
C -0.68 0.08 0.01
O -1.91 -1.96 -0.61
C -1.46 -3.15 -1.28
O -0.38 -2.78 -2.13
H 0.07 0.68 2.60
H -1.17 2.00 2.77
H 0.41 2.11 3.65
H 0.83 3.57 1.87
H 1.22 2.86 -0.34
H 2.29 0.91 -1.42
H 2.00 -1.26 -2.52
H -1.46 0.48 0.65
H -2.24 -3.60 -1.94
H -1.15 -3.86 -0.51
*
```


Entry 4:
ORCA calculation (wB97M-V/def2-TZVPD) on a structure of composition C5H9O3S3 in a non-equilibrium geometry.

- LUMO (alpha / beta) (eV) = 2.35 / 2.35
- calculated total energy (Ha) = -1616.17873
- Kohn-Sham gap (alpha / beta) (eV) = 6.3 / 6.3

```
! RIJCOSX wB97M-V def2-TZVPD def2/J DEFGRID3
* xyz -1 1
C 2.73 -2.10 -0.52
C 1.49 -2.17 0.26
C -0.69 -0.33 0.46
C -1.03 2.02 -0.27
C -1.42 0.91 0.70
O -2.73 -0.63 -1.28
O -1.29 -2.62 -0.90
O -2.74 -1.63 0.95
S 3.48 -0.47 -0.37
S 0.93 -0.46 0.81
S -2.05 -1.44 -0.30
H 3.40 -2.71 0.02
H 2.50 -2.43 -1.53
H 0.69 -2.72 -0.25
H 1.69 -2.60 1.28
H -1.43 3.07 -0.10
H -1.21 1.76 -1.28
H 0.08 2.11 -0.10
H -2.47 0.66 0.61
H -1.23 1.37 1.68
*
```


Entry 5:
ORCA calculation (wB97M-V/def2-TZVPD) on a structure of composition CFN2OS in a non-equilibrium geometry.

- LUMO (eV) = 3.84
- calculated total energy (Ha) = -720.84305
- Kohn-Sham gap (eV) = 7.8

```
! RIJCOSX wB97M-V def2-TZVPD def2/J DEFGRID3
* xyz -1 1
C -1.08 -0.23 -0.07
N -2.00 -0.87 -0.39
N -0.37 0.67 0.51
O 0.96 0.96 -0.16
F 3.15 -0.24 -0.56
S 1.77 -0.27 0.47
*
```


Entry 6:
ORCA calculation (wB97M-V/def2-TZVPD) on an isolated molecule of C3H4N4O in a non-equilibrium geometry.

- LUMO (eV) = -0.33
- calculated total energy (Ha) = -410.84264
- Kohn-Sham gap (eV) = 8.6
- SMILES = N/N=C\c1ncno1

```
! RIJCOSX wB97M-V def2-TZVPD def2/J DEFGRID3
* xyz 0 1
N -0.45 0.67 2.29
N 0.81 0.27 2.18
C 1.16 -0.31 1.01
C 0.48 -0.25 -0.33
N 0.69 -0.87 -1.54
C -0.35 -0.39 -2.29
N -1.22 0.36 -1.57
O -0.72 0.40 -0.31
H -1.37 0.07 1.68
H -0.85 0.80 3.23
H 2.10 -0.74 1.10
H -0.69 -0.63 -3.26
*
```


Entry 7:
ORCA calculation (wB97M-V/def2-TZVPD) on a structure of composition C33H33BBr2N13SSeZr.

- LUMO (eV) = -8.64
- calculated total energy (Ha) = -10008.18478
- Kohn-Sham gap (eV) = 7.3

```
! RIJCOSX wB97M-V def2-TZVPD def2/J DEFGRID3
* xyz 3 1
Zr -0.24 0.10 -0.22
C -3.54 -2.60 -1.68
C -2.63 -2.15 -0.74
N -1.78 -1.27 -1.29
N -2.13 -1.16 -2.59
C -3.18 -1.94 -2.85
B -1.30 -0.25 -3.52
N -1.38 1.21 -3.04
C -1.51 2.27 -3.84
C -1.04 3.39 -3.19
C -0.61 2.92 -1.96
N -0.84 1.60 -1.85
N 0.17 -0.69 -3.37
C 1.00 -1.15 -4.32
C 2.24 -1.37 -3.75
C 2.09 -1.01 -2.43
N 0.83 -0.60 -2.18
H -4.34 -3.30 -1.54
H -2.55 -2.42 0.30
H -3.60 -1.98 -3.84
H -1.68 -0.34 -4.64
H -1.91 2.15 -4.84
H -1.00 4.40 -3.56
H -0.14 3.47 -1.17
H 0.65 -1.27 -5.33
H 3.13 -1.72 -4.25
H 2.82 -1.00 -1.63
C 4.74 0.87 1.37
N 3.60 1.58 1.94
C 3.57 2.17 3.20
C 2.37 2.76 3.33
N 1.67 2.54 2.15
C 2.44 1.81 1.31
S 2.10 1.27 -0.28
C 0.45 3.20 1.84
C 0.29 4.48 2.35
C -0.90 5.15 2.11
C -1.86 4.52 1.35
C -1.59 3.26 0.86
N -0.46 2.57 1.09
H 5.47 0.71 2.16
H 5.18 1.45 0.57
H 4.40 -0.09 0.98
H 4.40 2.10 3.87
H 1.95 3.30 4.16
H 1.09 4.96 2.89
H -1.05 6.15 2.50
H -2.81 4.99 1.12
H -2.32 2.79 0.21
Br -6.54 1.12 2.60
C -4.87 0.85 1.85
C -4.69 0.89 0.47
C -3.43 0.66 -0.04
N -2.36 0.41 0.73
C -2.53 0.37 2.07
C -3.77 0.58 2.65
C -1.31 0.10 2.86
C -1.33 0.08 4.24
C -0.15 -0.19 4.94
Br -0.15 -0.23 6.80
C 1.01 -0.43 4.22
C 0.94 -0.39 2.84
N -0.18 -0.13 2.15
H -5.52 1.10 -0.20
H -3.27 0.68 -1.11
H -3.90 0.52 3.72
H -2.24 0.26 4.80
H 1.94 -0.66 4.71
H 1.82 -0.60 2.25
C -0.46 -4.22 -2.07
N 0.96 -4.15 -1.78
C 1.93 -4.83 -2.49
C 3.11 -4.55 -1.90
N 2.86 -3.70 -0.85
C 3.88 -3.19 0.05
C 1.53 -3.45 -0.79
Se 0.70 -2.43 0.57
H -0.64 -5.10 -2.69
H -0.78 -3.33 -2.61
H -1.02 -4.32 -1.15
H 1.69 -5.46 -3.32
H 4.11 -4.89 -2.12
H 4.68 -3.92 0.12
H 3.45 -3.03 1.04
H 4.29 -2.26 -0.33
*
```


Entry 8:
ORCA calculation (wB97M-V/def2-TZVPD) on a structure of composition C11H13N2O6Zn in a non-equilibrium geometry.

- LUMO (alpha / beta) (eV) = -5.00 / -5.10
- calculated total energy (Ha) = -2766.79497
- Kohn-Sham gap (alpha / beta) (eV) = 5.4 / 5.2

```
! RIJCOSX wB97M-V def2-TZVPD def2/J DEFGRID3
* xyz 1 1
O -1.61 -3.36 0.73
C -2.36 -4.09 1.22
Zn -0.03 -1.24 -2.18
C 0.70 -0.67 -4.03
O 0.81 -0.39 -5.16
C -2.86 -3.39 -1.98
O -2.75 -4.50 -2.36
C -2.11 -1.97 -2.06
O -2.93 -1.07 -2.04
C 0.58 -2.79 -0.83
O 1.03 -3.43 0.01
H 1.34 -0.73 -2.93
C 2.39 0.68 -0.69
N 1.46 1.15 0.31
C 2.02 1.59 1.58
C 1.01 2.45 2.30
C -0.30 1.73 2.42
N -0.73 1.31 1.10
C -2.13 0.95 0.94
C 0.13 0.93 0.14
O -0.35 0.37 -0.91
H 2.10 1.03 -1.69
H 2.44 -0.42 -0.71
H 3.39 1.07 -0.45
H 2.28 0.73 2.21
H 2.94 2.13 1.37
H 0.88 3.39 1.76
H 1.39 2.71 3.29
H -1.09 2.38 2.83
H -0.19 0.87 3.09
H -2.29 -0.13 1.07
H -2.70 1.48 1.70
H -2.47 1.23 -0.05
*
```


Entry 9:
ORCA calculation (wB97M-V/def2-TZVPD) on an isolated molecule of C4H8O.

- LUMO (eV) = 1.14
- calculated total energy (Ha) = -232.39713
- Kohn-Sham gap (eV) = 11.4
- SMILES = CC[C@H]1CO1

```
! RIJCOSX wB97M-V def2-TZVPD def2/J DEFGRID3
* xyz 0 1
C -1.64 0.56 0.20
C -0.60 -0.56 0.11
C 0.69 -0.22 -0.60
C 1.90 0.12 0.12
O 1.69 -1.20 -0.35
H -2.58 0.17 0.59
H -1.32 1.36 0.87
H -1.84 0.99 -0.78
H -1.03 -1.41 -0.44
H -0.37 -0.94 1.11
H 0.61 0.16 -1.62
H 2.75 0.61 -0.37
H 1.74 0.36 1.17
*
```


Entry 10:
ORCA calculation (wB97M-V/def2-TZVPD) on a cluster of 2 separate species, C6H9N in total in a non-equilibrium geometry.

- LUMO (eV) = 0.55
- calculated total energy (Ha) = -288.69943
- Kohn-Sham gap (eV) = 10.1
- SMILES = C=C(C)C#N.C=C

```
! RIJCOSX wB97M-V def2-TZVPD def2/J DEFGRID3
* xyz 0 1
C -0.04 -0.33 -1.42
C 1.03 -0.09 -0.66
C 1.26 1.17 0.13
C 2.10 -1.04 -0.67
N 3.03 -1.74 -0.75
H -0.19 -1.28 -1.93
H -0.82 0.42 -1.53
H 1.88 1.85 -0.47
H 1.78 0.98 1.07
H 0.31 1.68 0.36
C -1.27 -0.49 1.41
C -2.22 -0.06 0.58
H -0.77 0.17 2.11
H -0.88 -1.51 1.35
H -2.67 -0.72 -0.15
H -2.53 0.98 0.56
*
```


Entry 11:
ORCA calculation (wB97M-V/def2-TZVPD) on a structure of composition C3H6O5S in a non-equilibrium geometry.

- LUMO (alpha / beta) (eV) = 0.57 / -3.88
- calculated total energy (Ha) = -892.07855
- Kohn-Sham gap (alpha / beta) (eV) = 7.1 / 6.9

```
! RIJCOSX wB97M-V def2-TZVPD def2/J DEFGRID3
* xyz 0 3
C -0.27 -0.68 -0.43
C -0.20 1.79 0.07
C -0.12 0.34 0.74
O 2.69 -1.87 -0.05
O 0.86 -0.44 -1.36
O 0.15 -1.98 -0.01
O -1.47 -0.58 -1.02
O -1.13 0.11 1.77
S 1.55 -2.00 -0.90
H -0.89 1.77 -0.67
H 0.90 2.06 -0.34
H -0.45 2.48 0.75
H 0.90 0.22 1.14
H -1.46 -0.53 -1.97
H -1.06 -0.70 2.30
*
```


Entry 12:
ORCA calculation (wB97M-V/def2-TZVPD) on a cluster of 2 separate species, C4H3N3 in total in a non-equilibrium geometry.

- LUMO (eV) = 0.22
- calculated total energy (Ha) = -318.38188
- Kohn-Sham gap (eV) = 10.4
- SMILES = N#CC=C=N.C#N

```
! RIJCOSX wB97M-V def2-TZVPD def2/J DEFGRID3
* xyz 0 1
N -2.81 1.59 -0.54
C -1.92 1.14 0.03
C -0.82 0.54 0.58
C 0.41 0.55 0.30
N 1.54 0.37 -0.05
H -1.07 -0.18 1.45
H 2.35 1.05 0.26
C -0.08 -2.17 -1.40
N 0.71 -2.90 -1.79
H -0.63 -1.50 -0.83
*
```


Entry 13:
ORCA calculation (wB97M-V/def2-TZVPD) on a cluster of 10 separate species, C6H31NO10 in total in a non-equilibrium geometry.

- LUMO (eV) = 0.13
- calculated total energy (Ha) = -1054.33142
- Kohn-Sham gap (eV) = 7.8
- SMILES = C/C(=C\N)CCCO.O.O.O.O.O.O.O.O.O

```
! RIJCOSX wB97M-V def2-TZVPD def2/J DEFGRID3
* xyz 0 1
C -0.40 0.89 -1.15
C -0.60 0.53 0.29
C -1.76 0.62 0.94
N -2.95 1.26 0.55
C 0.57 -0.26 0.91
C 1.95 0.19 0.45
C 2.69 -1.00 -0.24
O 2.33 -1.17 -1.62
H 0.34 0.22 -1.57
H -1.31 0.93 -1.75
H 0.00 1.91 -1.23
H -1.86 0.32 1.98
H -3.23 1.15 -0.41
H -3.73 1.13 1.17
H 0.36 -0.12 1.98
H 0.29 -1.25 0.57
H 2.02 0.99 -0.28
H 2.61 0.47 1.27
H 2.51 -1.91 0.33
H 3.75 -0.73 -0.32
H 1.58 -1.81 -1.67
O -2.15 -1.32 -3.27
H -2.00 -1.60 -4.18
H -3.11 -1.28 -3.18
O -0.57 0.16 4.67
H 0.24 0.26 4.15
H -0.97 1.03 4.69
O -0.11 -2.31 -1.63
H -0.71 -1.76 -2.16
H -0.65 -2.70 -0.93
O -0.87 1.90 -4.07
H -0.01 2.05 -3.65
H -1.27 1.13 -3.69
O 0.27 2.58 3.16
H 1.06 3.05 3.47
H 0.46 2.50 2.22
O -1.92 -3.58 0.07
H -2.23 -3.02 0.81
H -2.66 -4.17 -0.04
O -1.85 -2.26 2.59
H -1.36 -1.54 3.02
H -1.79 -3.10 3.03
O 3.27 2.71 1.55
H 2.76 3.51 1.36
H 3.77 2.62 0.73
O 2.39 1.31 -2.84
H 2.56 1.00 -3.73
H 2.31 0.43 -2.39
*
```


Entry 14:
ORCA calculation (wB97M-V/def2-TZVPD) on an isolated molecule of C3H9N2OP in a non-equilibrium geometry.

- LUMO (eV) = 0.69
- calculated total energy (Ha) = -645.74913
- Kohn-Sham gap (eV) = 8.6
- SMILES = C=CC=P(N)(N)O

```
! RIJCOSX wB97M-V def2-TZVPD def2/J DEFGRID3
* xyz 0 1
C -2.68 0.13 -0.58
C -1.64 0.19 0.29
C -0.30 1.29 0.01
P 0.95 0.13 0.07
N 1.01 -1.32 -0.71
N 1.55 -0.39 1.59
O 2.23 0.95 -0.50
H -3.48 -0.65 -0.46
H -2.60 0.53 -1.57
H -1.79 -0.16 1.28
H -0.44 1.49 -1.09
H 1.97 -1.57 -0.77
H 0.55 -1.27 -1.73
H 1.16 0.30 2.30
H 1.15 -1.34 1.74
H 2.35 1.68 0.13
*
```


Entry 15:
ORCA calculation (wB97M-V/def2-TZVPD) on a cluster of 2 separate species, C9H14 in total in a non-equilibrium geometry.

- LUMO (alpha / beta) (eV) = 3.82 / 3.61
- calculated total energy (Ha) = -351.23719
- Kohn-Sham gap (alpha / beta) (eV) = 2.7 / 7.3

```
! RIJCOSX wB97M-V def2-TZVPD def2/J DEFGRID3
* xyz -1 2
C -1.73 -3.05 1.69
C 0.24 -1.67 2.23
C -0.68 -2.13 1.30
C 1.30 -0.76 1.93
C 1.23 -0.22 0.65
C -0.56 -1.69 -0.08
C 0.34 -0.68 -0.36
H 0.19 -2.14 3.28
H 2.14 -0.52 2.49
H -1.80 -3.26 2.73
H -1.68 -4.00 1.15
H 1.93 0.54 0.38
H -1.16 -2.19 -0.96
H 0.45 -0.21 -1.33
H -2.69 -2.71 1.48
C -0.30 2.80 -2.49
C 0.91 3.46 -1.66
H -0.81 2.17 -1.75
H -1.01 3.41 -2.95
H -0.05 2.01 -3.18
H 1.47 4.02 -2.37
H 1.70 2.78 -1.34
H 0.56 4.03 -0.86
*
```


Entry 16:
ORCA calculation (wB97M-V/def2-TZVPD) on a cluster of 2 separate species, C7H10N2O3 in total in a non-equilibrium geometry.

- LUMO (eV) = 0.58
- calculated total energy (Ha) = -607.85782
- Kohn-Sham gap (eV) = 9.2
- SMILES = [H]/N=C1\O[C@@]1(CO)n1cccc1.O

```
! RIJCOSX wB97M-V def2-TZVPD def2/J DEFGRID3
* xyz 0 1
H 3.12 -1.82 -1.75
N 2.75 -1.67 -0.81
C 1.78 -0.83 -0.87
O 1.25 0.18 -1.78
C 0.79 0.20 -0.37
C 1.23 1.40 0.36
O 1.35 2.59 -0.39
N -0.59 -0.07 -0.23
C -1.52 0.87 -0.10
C -2.80 0.25 -0.21
C -2.53 -1.16 -0.35
C -1.19 -1.30 -0.37
H 2.27 1.24 0.73
H 0.62 1.68 1.25
H 1.38 2.43 -1.36
H -1.02 1.87 -0.16
H -3.79 0.68 -0.13
H -3.23 -1.94 -0.27
H -0.62 -2.25 -0.36
O 0.52 -0.67 2.15
H -0.30 -0.20 2.40
H 0.53 -1.49 2.63
*
```


Entry 17:
ORCA calculation (wB97M-V/def2-TZVPD) on an isolated molecule of C2H4N2O2 in a non-equilibrium geometry.

- LUMO (eV) = 0.60
- calculated total energy (Ha) = -338.44627
- Kohn-Sham gap (eV) = 10.1
- SMILES = O/N=C\C=N\O

```
! RIJCOSX wB97M-V def2-TZVPD def2/J DEFGRID3
* xyz 0 1
O 1.40 -1.42 -0.01
N 1.81 -0.07 -0.07
C 0.91 0.80 -0.16
C -0.53 0.56 0.00
N -1.05 -0.59 -0.16
O -2.36 -0.72 -0.12
H 2.28 -1.91 0.07
H 1.39 1.76 -0.23
H -1.06 1.49 0.39
H -2.80 0.10 0.29
*
```


Entry 18:
ORCA calculation (wB97M-V/def2-TZVPD) on a structure of composition C27H34Cl2EuN5O3 in a non-equilibrium geometry.

- LUMO (alpha / beta) (eV) = -0.27 / -0.27
- calculated total energy (Ha) = -3179.51859
- Kohn-Sham gap (alpha / beta) (eV) = 6.0 / 6.5

```
! RIJCOSX wB97M-V def2-TZVPD def2/J DEFGRID3
* xyz 0 7
O -0.61 -4.71 -2.72
C 0.30 -5.50 -2.90
C 0.43 -6.84 -2.25
C -0.47 -7.17 -1.22
H -1.22 -6.44 -0.91
C -0.40 -8.42 -0.60
H -1.10 -8.67 0.20
C 0.58 -9.35 -1.01
H 0.64 -10.32 -0.51
C 1.47 -9.03 -2.04
H 2.22 -9.76 -2.36
C 1.39 -7.78 -2.66
H 2.06 -7.51 -3.47
H 1.13 -5.26 -3.62
C 2.87 -1.31 0.83
C 2.44 0.07 0.68
H 3.87 -1.42 1.25
H 2.84 -1.84 -0.14
H 2.15 -1.86 1.47
C 2.82 1.32 0.72
C 4.14 1.89 1.22
H 2.15 2.13 0.37
H 4.83 1.09 1.52
H 3.98 2.57 2.08
H 4.61 2.50 0.43
Eu -0.04 -0.26 -0.06
Cl -0.88 -1.57 2.09
Cl 0.46 -2.07 -1.85
H -3.86 -3.30 -0.78
H -5.23 -2.57 1.16
C -3.05 -2.62 -0.51
C -4.40 -1.91 1.45
N -3.63 -1.54 0.28
H -2.57 -2.21 -1.41
C -3.32 -0.26 0.05
O -2.37 0.12 -0.67
H -4.80 -1.00 1.91
H -3.97 0.46 0.57
H -2.31 -3.17 0.07
H -3.79 -2.45 2.18
H 0.17 3.94 -4.19
H -1.11 2.28 -5.66
C 0.82 3.13 -3.87
C -0.43 1.50 -5.29
N 0.11 1.86 -3.99
H 1.14 3.24 -2.84
C 0.05 1.05 -2.94
O 0.48 1.39 -1.80
H -0.96 0.55 -5.19
H -0.39 0.05 -3.09
H 1.68 3.12 -4.55
H 0.37 1.41 -6.04
N 0.85 8.89 6.70
C 0.59 8.07 5.91
C 0.28 7.04 4.95
C 1.25 6.08 4.62
C 0.94 5.06 3.71
C -0.29 5.09 3.04
C -1.26 6.06 3.35
C -0.99 6.99 4.36
N -0.56 4.14 2.04
C -1.41 4.27 0.94
C -1.41 3.06 0.31
N -0.56 2.19 0.99
C -0.05 2.87 2.00
H 2.24 6.14 5.07
H 1.66 4.28 3.47
H -2.22 6.05 2.83
H -1.76 7.70 4.68
H -1.88 5.21 0.69
H -1.96 2.72 -0.55
H 0.63 2.49 2.76
*
```


Entry 19:
ORCA calculation (wB97M-V/def2-TZVPD) on an isolated molecule of C4H7Cl in a non-equilibrium geometry.

- LUMO (eV) = 1.02
- calculated total energy (Ha) = -616.73398
- Kohn-Sham gap (eV) = 10.8
- SMILES = CC1(Cl)CC1

```
! RIJCOSX wB97M-V def2-TZVPD def2/J DEFGRID3
* xyz 0 1
C -0.91 -1.00 -0.46
C 0.15 -0.24 0.33
Cl 0.53 -0.98 1.91
C 1.15 0.54 -0.41
C 0.04 1.23 0.41
H -0.78 -2.15 -0.36
H -1.16 -0.45 -1.41
H -1.85 -0.81 0.17
H 2.04 0.40 0.17
H 1.08 0.22 -1.57
H -0.81 1.65 -0.07
H 0.50 1.61 1.28
*
```


The relative energy (zero: lowest compared OMol25 entry of this formula, charge and spin) results, record by record, are as follows: 87.70; 61.77; 47.58; 7.93; 7.97; 100.81; 0.00; 90.30; 30.44; 51.84; 14.91; 64.54; 41.33; 57.29; 26.44; 87.61; 129.85; 0.00; 27.33 kcal per mole.